Here is the molecule C6H7NO3S in a non-equilibrium geometry from OMol25. Energies are from the ωB97M-V functional and the def2-TZVPD basis.

As for the spin multiplicity: 1. The value obtained for the maximum force is 6.4 eV Å⁻¹. As for the total charge: 0. As for the LUMO energy: -0.12 eV.

```
18
Properties=species:S:1:pos:R:3:forces:R:3:lowdin_charge:R:1
S 0.18286 1.09565 1.94823 0.32 0.45 0.35 0.897
O -1.06927 1.82678 -0.57994 -0.18 0.14 -0.15 0.070
O -2.13085 -1.00010 0.71854 0.66 0.42 2.40 0.046
O 0.61182 1.38807 -1.89215 0.83 -0.99 -1.04 0.123
N 0.69925 -2.11238 -2.74292 -1.24 0.21 -0.47 0.156
C -0.21083 -1.49283 -0.51923 0.51 0.09 -0.18 0.017
C 0.21778 1.49207 -0.78135 0.11 2.18 0.67 -0.614
C -0.75532 -1.06921 0.59846 -1.93 -1.12 -2.13 -0.408
C -0.01118 -0.71000 1.79827 -5.37 2.57 2.47 -0.377
C 0.30942 -1.75729 -1.65002 0.35 -0.25 0.15 -0.198
C 1.16347 1.55006 0.45532 -3.36 -2.59 -0.11 -0.306
H 1.36554 2.53594 0.75526 1.32 1.28 -0.40 0.058
H -2.76117 -1.12201 0.00390 1.06 -0.18 -0.79 0.125
H 1.85925 0.75989 0.24598 1.23 0.44 0.20 0.088
H 0.93090 -1.03658 1.89906 2.98 -2.04 0.27 0.036
H 1.49563 -1.78544 -3.23963 0.94 -0.07 0.18 0.065
H -0.76047 -0.86711 2.72836 2.07 -0.16 -1.89 0.150
H -1.13684 2.30448 0.25387 -0.30 -0.39 0.46 0.073
```
Forces are in eV/Å.